(1)
{
  "formula": "C4H11NO3",
  "method": "ωB97M-V/def2-TZVPD",
  "charge": 1,
  "spin_multiplicity": 2,
  "lumo_energy_ev": [-3.65, -9.31],
  "e_homo_ev": [-14.1, -14.1],
  "orbital_gap_ha": [0.385, 0.177],
  "elements": ["C", "N", "C", "C", "C", "O", "O", "H", "H", "H", "H", "H", "H", "H", "H", "H", "H", "H", "O"],
  "xyz": [[0.7997, -0.3841, -1.1457], [1.1348, 0.6401, -0.2884], [-0.8107, 2.1405, -0.2804], [0.2324, 1.3216, 0.5429], [-0.4996, 0.3303, 1.4585], [0.4775, -0.2405, 2.2746], [-0.3484, -0.7384, -1.2969], [1.6439, -0.8451, -1.6912], [2.1343, 0.7781, -0.1578], [-0.2871, 3.0286, -0.6122], [-1.6574, 2.3691, 0.3630], [-1.0619, 1.6267, -1.1930], [0.8549, 1.9368, 1.2016], [-1.3425, 0.7309, 2.0060], [-0.9340, -0.4615, 0.8103], [0.0530, -0.6342, 3.0556], [-0.1508, -4.4307, -1.1386], [-0.2595, -3.1236, -1.9000], [0.0215, -4.0446, -2.0084]],
  "atomic_forces_ev_per_a": [[0.21, -0.09, -0.63], [0.73, -0.46, -0.42], [0.76, -0.05, 0.20], [-0.14, 0.77, 0.05], [-0.16, -1.56, 0.48], [-0.45, 0.00, 0.02], [-0.12, -0.01, 0.28], [-0.15, 0.10, 0.34], [-0.09, 0.04, 0.09], [-0.08, 0.43, 0.22], [-0.04, 0.09, -0.33], [-0.56, -0.37, 0.00], [-0.33, 0.10, -0.09], [0.03, 0.51, 0.24], [0.16, 0.27, -0.43], [0.27, 0.20, -0.02], [0.05, -0.12, -0.26], [-0.05, -0.31, -0.20], [-0.05, 0.47, 0.47]],
  "lowdin_charge": [-0.196, 0.179, 0.038, -0.284, -0.172, 0.045, 0.145, 0.177, 0.188, 0.099, 0.103, 0.084, 0.172, 0.145, 0.151, 0.140, 0.041, 0.000, -0.056]
}


(2)
{
  "formula": "C4H11NO5P",
  "method": "ωB97M-V/def2-TZVPD",
  "charge": -1,
  "lumo_energy_ev": 3.71,
  "e_homo_ev": -3.6,
  "orbital_gap_ha": 0.270,
  "elements": ["C", "C", "C", "C", "N", "O", "O", "O", "O", "O", "P", "H", "H", "H", "H", "H", "H", "H", "H", "H", "H", "H"],
  "xyz": [[-2.5767, -0.0137, -1.2574], [-1.6048, -0.2825, -0.0895], [-0.2812, 0.4958, -0.1874], [1.2082, -0.7951, 0.6723], [-2.3257, 0.0417, 1.2142], [3.8854, -0.4301, 0.6287], [2.6039, -0.2139, -1.5555], [2.4218, 1.6785, 0.2679], [-0.2620, 1.6619, 0.4617], [1.0852, -2.0224, 0.1034], [2.5270, 0.2328, -0.1620], [-2.9423, 1.0714, -1.3455], [-3.4024, -0.7043, -1.1057], [-2.0632, -0.4065, -2.2107], [-1.3206, -1.3994, -0.2722], [0.2702, 0.7202, -1.1096], [0.8656, -0.5442, 1.6512], [1.7752, -2.1103, -0.5382], [-2.6797, 1.0082, 1.1769], [-1.5994, -0.0714, 1.9578], [0.6920, 1.8677, 0.3954], [3.7232, 0.2154, 1.3042]],
  "atomic_forces_ev_per_a": [[0.72, 0.06, -0.96], [0.23, 0.06, -0.57], [1.76, -2.72, 0.05], [-1.28, 4.36, -3.32], [1.37, -1.29, -0.66], [-1.09, 0.80, -1.16], [-0.14, -0.33, -1.26], [-0.14, -0.59, -0.05], [-0.50, 1.39, 1.64], [-1.10, -1.10, 1.36], [0.20, -1.44, 1.78], [0.63, -1.58, 0.02], [-0.48, 0.26, 0.00], [-0.74, 1.11, 1.18], [-0.58, 1.67, 1.14], [-0.90, -1.32, -0.74], [0.09, -0.77, 0.90], [0.72, 0.09, -0.90], [0.77, -0.59, 0.10], [-1.07, 0.64, -0.71], [0.49, 0.88, 0.37], [1.06, 0.41, 1.79]],
  "lowdin_charge": [-0.108, -0.410, -0.291, -0.264, 0.019, -0.204, -0.325, -0.344, -0.067, -0.065, 0.276, 0.092, 0.048, 0.095, 0.145, 0.106, 0.074, 0.060, 0.062, 0.071, 0.035, -0.005]
}


(3)
{
  "formula": "C4H11NOS",
  "method": "ωB97M-V/def2-TZVPD",
  "charge": 0,
  "lumo_energy_ev": [-0.50, -0.50],
  "e_homo_ev": [-7.8, -7.8],
  "orbital_gap_ha": [0.270, 0.270],
  "elements": ["C", "C", "S", "O", "C", "C", "H", "H", "H", "H", "H", "H", "H", "H", "N", "H", "H", "H"],
  "xyz": [[0.7433, -2.3331, 1.2015], [0.2835, -1.5495, 0.0267], [0.6901, 0.0879, -0.0503], [1.9169, 0.4130, 0.6637], [0.6018, 0.7820, -1.5855], [1.2486, 2.1073, -1.7742], [1.6150, -1.8506, 1.6379], [-0.0245, -2.4569, 1.9741], [1.0317, -3.3309, 0.8694], [-0.7096, -1.7329, -0.3547], [-0.3664, 0.6300, -2.0378], [2.1603, 2.1522, -1.1787], [1.5052, 2.2236, -2.8290], [0.6031, 2.9501, -1.5021], [-2.9025, 0.5184, 0.9675], [-1.9059, 0.3381, 1.0456], [-3.1043, 1.3256, 1.5493], [-3.3862, -0.2742, 1.3765]],
  "atomic_forces_ev_per_a": [[0.14, 0.02, 0.25], [-0.56, 0.81, 0.14], [0.49, -0.89, -1.02], [0.34, 0.30, 0.47], [-0.60, 0.01, 0.64], [0.22, 0.19, 0.14], [0.06, -0.11, 0.12], [0.07, 0.04, -0.07], [0.04, -0.07, 0.00], [-0.13, -0.09, -0.37], [-0.16, -0.30, -0.22], [0.02, 0.15, -0.10], [0.04, -0.01, 0.02], [0.06, -0.04, -0.02], [0.05, 0.01, 0.04], [-0.12, 0.00, 0.04], [0.01, -0.09, -0.06], [0.05, 0.07, -0.01]],
  "lowdin_charge": [-0.165, -0.340, 0.874, -0.426, -0.331, -0.168, 0.063, 0.076, 0.077, 0.064, 0.067, 0.065, 0.077, 0.078, 0.014, -0.038, 0.008, 0.005]
}


(4)
{
  "formula": "C4H11NOS",
  "method": "ωB97M-V/def2-TZVPD",
  "charge": 0,
  "lumo_energy_ev": 0.76,
  "e_homo_ev": -9.2,
  "orbital_gap_ha": 0.365,
  "elements": ["N", "C", "C", "O", "C", "C", "S", "H", "H", "H", "H", "H", "H", "H", "H", "H", "H", "H"],
  "xyz": [[1.9943, 1.2002, 0.4287], [1.2144, -0.0599, 0.1692], [0.5536, -0.0705, -1.1633], [1.6419, 0.2825, -2.1434], [0.2544, -0.2099, 1.3492], [-0.9477, -1.0670, 1.0591], [-2.2934, -0.0767, 0.2409], [1.3597, 1.9560, 0.1750], [2.7053, 1.2212, -0.3309], [1.9930, -0.8342, 0.2605], [0.1732, -0.9592, -1.7236], [-0.1320, 0.7253, -1.2655], [1.4516, 1.0503, -2.6253], [0.0490, 0.7949, 1.8989], [0.6174, -0.9211, 2.1788], [-0.5993, -1.8315, 0.2865], [-1.2115, -1.5134, 2.0847], [-3.2555, -0.6782, 0.8678]],
  "atomic_forces_ev_per_a": [[-0.06, -0.69, -1.55], [1.31, 0.28, 2.25], [2.06, 0.13, -3.66], [0.31, -2.03, 1.55], [0.28, -0.38, 2.45], [-0.52, -0.45, -0.34], [0.93, -0.08, 0.09], [0.08, 0.26, 0.25], [-0.52, 0.11, 0.78], [-0.48, -0.09, -0.40], [-0.15, 0.20, 1.66], [-1.25, 0.77, 0.25], [-0.70, 1.63, -0.85], [0.09, -1.68, -1.21], [0.94, 1.61, -1.12], [-0.74, 0.48, 1.45], [-0.49, 0.41, -2.05], [-1.10, -0.48, 0.45]],
  "lowdin_charge": [0.033, -0.410, -0.201, -0.097, -0.286, -0.552, 0.697, 0.067, 0.077, 0.150, 0.139, 0.076, 0.042, 0.141, 0.125, 0.087, 0.104, -0.192]
}


(5)
{
  "formula": "C4H11NOS",
  "method": "ωB97M-V/def2-TZVPD",
  "charge": 0,
  "lumo_energy_ev": 0.81,
  "e_homo_ev": -8.5,
  "orbital_gap_ha": 0.344,
  "elements": ["C", "N", "C", "C", "O", "C", "S", "H", "H", "H", "H", "H", "H", "H", "H", "H", "H", "H"],
  "xyz": [[0.2736, 1.4309, -2.0115], [-0.2695, 0.0947, -1.5662], [-0.6254, 0.0192, -0.1723], [-1.2388, 1.3404, 0.3460], [-1.7265, 1.1138, 1.6991], [0.6457, -0.2869, 0.7808], [1.4493, -1.8375, 0.3816], [0.9156, 1.9061, -1.2679], [0.9332, 1.3501, -2.8750], [-0.6337, 1.9765, -2.2452], [0.4786, -0.5592, -1.7965], [-1.0863, -0.9535, 0.0457], [-0.4850, 2.0685, 0.5805], [-2.1042, 1.5003, -0.2890], [-2.6069, 0.7191, 1.7445], [0.2114, -0.3522, 1.7770], [1.3558, 0.5426, 0.7484], [0.8314, -2.6294, 1.2589]],
  "atomic_forces_ev_per_a": [[-0.62, -1.06, 0.57], [1.16, 0.76, -1.27], [3.20, -0.43, 1.45], [-1.57, -3.14, 1.52], [-0.07, 0.09, 0.16], [-1.34, 0.84, -0.34], [0.55, -0.14, -0.30], [-0.29, 0.29, 0.27], [-0.46, -0.36, -0.25], [0.42, 0.83, -0.13], [-0.55, -0.37, 0.37], [-1.39, 0.72, -0.44], [0.11, 0.72, -1.06], [0.24, 1.23, -0.32], [0.27, 0.07, -0.46], [0.33, 0.12, 0.11], [0.17, -0.20, 0.02], [-0.17, 0.04, 0.09]],
  "lowdin_charge": [-0.105, -0.092, -0.406, -0.188, -0.095, -0.545, 0.717, 0.068, 0.077, 0.072, 0.063, 0.123, 0.116, 0.125, 0.087, 0.064, 0.067, -0.148]
}


(6)
{
  "formula": "C4H11NOS",
  "method": "ωB97M-V/def2-TZVPD",
  "charge": 1,
  "spin_multiplicity": 2,
  "lumo_energy_ev": [-4.73, -9.19],
  "e_homo_ev": [-13.2, -13.2],
  "orbital_gap_ha": [0.313, 0.149],
  "elements": ["C", "O", "C", "C", "C", "S", "N", "H", "H", "H", "H", "H", "H", "H", "H", "H", "H", "H"],
  "xyz": [[-0.1429, -0.6263, 1.5336], [-0.0717, -1.9234, 2.0883], [0.8396, -0.2702, 0.4418], [0.5570, 1.0948, -0.2335], [-0.0490, 1.0494, -1.6832], [-1.7488, 0.3938, -1.6391], [2.2275, -0.0374, 1.0665], [-1.1076, -0.4394, 1.3183], [-0.0070, 0.2381, 2.3337], [0.8853, -2.2644, 2.0523], [0.7784, -1.1012, -0.3133], [-0.0416, 1.7493, 0.4452], [1.5094, 1.6187, -0.3581], [0.3666, 0.3503, -2.3360], [-0.2116, 2.0018, -2.1853], [-1.2304, -0.4738, -2.5787], [2.2355, 0.8571, 1.6275], [2.5562, -0.6749, 1.6959]],
  "atomic_forces_ev_per_a": [[2.74, 1.56, 2.92], [2.25, -0.16, -0.70], [1.49, 0.13, 0.60], [-0.38, 0.58, -0.29], [-1.22, 0.43, 2.23], [0.67, -0.74, -0.70], [-1.79, 2.91, -2.35], [-3.72, 0.11, -1.41], [0.14, -1.68, -0.91], [-2.10, 0.82, 0.20], [0.90, 0.61, 0.55], [0.16, -0.44, -0.58], [-0.04, -0.16, -0.06], [1.65, -0.56, -0.80], [0.45, 0.46, 0.18], [-1.50, -0.07, 0.43], [-0.39, -1.15, -1.05], [0.70, -2.67, 1.74]],
  "lowdin_charge": [-0.281, -0.035, -0.350, -0.188, -0.403, 1.140, 0.051, 0.061, 0.167, 0.136, 0.156, 0.138, 0.122, 0.048, 0.107, -0.003, 0.112, 0.023]
}


(7)
{
  "formula": "C4H11NP",
  "method": "ωB97M-V/def2-TZVPD",
  "charge": 1,
  "lumo_energy_ev": -3.46,
  "e_homo_ev": -14.5,
  "orbital_gap_ha": 0.407,
  "elements": ["C", "C", "P", "C", "C", "N", "H", "H", "H", "H", "H", "H", "H", "H", "H", "H", "H"],
  "xyz": [[-0.2034, -1.6185, -0.0970], [-0.4004, -0.0792, -0.0046], [-2.1663, 0.6288, 0.0108], [0.5295, 0.7158, 1.0611], [1.3268, 1.3435, -0.0663], [0.4761, 0.6524, -1.0903], [-0.4118, -1.9452, -1.1739], [-0.7667, -2.3577, 0.4586], [0.8111, -1.8941, -0.2046], [-2.4861, -0.2633, 0.9604], [-2.3068, -0.2021, -0.9920], [1.0459, 0.0566, 1.7548], [0.0866, 1.4323, 1.6897], [1.1216, 2.4322, -0.1353], [2.3091, 0.9580, -0.1790], [-0.2076, 1.2930, -1.6274], [0.9844, 0.0867, -1.7003]],
  "atomic_forces_ev_per_a": [[-0.75, 0.48, -3.36], [1.46, 0.55, 1.98], [1.88, 2.00, 0.35], [0.00, -1.97, -0.20], [-1.57, 0.63, 0.14], [-3.64, 1.86, 0.02], [-0.69, 0.71, 0.96], [-0.12, 0.62, 0.75], [1.61, -0.10, 1.16], [-0.69, -1.14, 1.23], [-1.38, -1.71, -2.28], [0.36, -0.17, -0.32], [-1.14, 0.88, 0.54], [1.01, -0.70, -0.06], [1.06, 0.46, -0.03], [1.81, -1.10, 0.62], [0.80, -1.30, -1.49]],
  "lowdin_charge": [-0.060, -0.607, 0.948, -0.128, -0.076, 0.075, 0.107, 0.091, 0.062, -0.091, -0.130, 0.120, 0.085, 0.151, 0.125, 0.190, 0.137]
}


(8)
{
  "formula": "C4H11NP",
  "method": "ωB97M-V/def2-TZVPD",
  "charge": 1,
  "lumo_energy_ev": -3.20,
  "e_homo_ev": -13.0,
  "orbital_gap_ha": 0.362,
  "elements": ["C", "N", "C", "C", "P", "C", "H", "H", "H", "H", "H", "H", "H", "H", "H", "H", "H"],
  "xyz": [[1.6560, -0.0818, -0.8857], [0.9075, -0.2473, 0.3412], [-0.0239, 0.9234, 0.7342], [-1.3242, -0.1226, 0.8608], [-2.7326, -0.0521, -0.4023], [-0.2855, -1.2230, 0.4208], [0.9350, 0.4557, -1.5023], [2.6633, 0.3696, -0.8437], [1.9242, -1.1705, -1.1765], [1.5201, -0.3804, 1.1508], [0.0183, 1.5752, -0.1222], [0.2490, 1.5128, 1.6064], [-1.5468, -0.1617, 1.9490], [-1.8884, 0.0806, -1.4850], [-3.3991, 1.2010, -0.0745], [-0.2592, -2.0790, 1.0737], [-0.5958, -1.6140, -0.6398]],
  "atomic_forces_ev_per_a": [[0.82, -2.59, -1.27], [-0.78, 0.32, 3.49], [-1.52, -1.08, -0.68], [2.66, 1.55, -0.18], [-0.81, -0.69, 2.11], [-2.06, 0.20, -2.51], [0.71, -0.39, -0.84], [-0.87, 0.45, 0.65], [-0.81, 1.82, -0.33], [0.07, -0.40, -0.30], [-0.59, 0.36, -0.24], [0.26, -0.48, 0.19], [-0.43, -0.20, -0.97], [0.30, 0.98, -0.58], [1.02, -0.42, -0.64], [0.92, -0.13, 0.30], [1.12, 0.70, 1.80]],
  "lowdin_charge": [-0.006, -0.149, -0.046, -0.478, 0.854, -0.125, 0.101, 0.120, 0.146, 0.187, 0.100, 0.124, 0.106, -0.119, -0.072, 0.121, 0.136]
}


So what do the calculations give for energy relative to the best compared isomer or geometry (same formula, charge and spin)? Going down the list: 1.647, 1.703, 4.778, 2.345, 2.142, 2.773, 2.011, 2.195 eV.